# 1
The following is a DFT calculation (wB97M-V/def2-TZVPD) of a cluster of 2 separate species, CHClFN in total.

Gap between HOMO and LUMO ... 12.267 eV
Net charge ... 0
2S+1 ... 1

Each line ends with the Löwdin charge.
Geometry (Å):
Cl  2.63165  -0.71811  -0.22636  0.271
F  -1.79078  -1.06590  -0.05664  0.197
N  -1.53895  1.32106  -0.13797  0.156
C  -1.76256  0.18032  -0.10236  -0.354
H  2.46063  0.28264  0.52333  -0.269


# 2
The following is a DFT calculation (wB97M-V/def2-TZVPD) of a cluster of 2 separate species, CHClFNO2 in total.

Gap between HOMO and LUMO (alpha / beta) ... 8.580 / 7.123 eV
Net charge ... 0
2S+1 ... 1

Each line ends with the Löwdin charge.
Geometry (Å):
Cl  2.71952  -0.66985  0.16253  0.065
F  0.54380  0.31220  -1.80501  0.120
O  0.97929  2.51062  -0.55855  0.105
O  0.26488  1.61337  1.32562  0.094
N  0.59087  1.58825  0.15598  -0.428
C  0.32033  0.35753  -0.50208  -0.098
H  0.02130  -0.43244  0.22515  0.142


The evaluated energy for the records listed, in turn: -17781.6555 -21871.9266 eV.
The evaluated energy above the lowest of the compared OMol25 structures with the same formula, charge and spin for the records listed, in turn: 101.1 279.0 kJ/mol.